Entry from the Open Molecules 2025 dataset: a 2-piece molecular cluster, C5H11O3 overall at a distorted geometry (ωB97M-V/def2-TZVPD).

Output
- Frontier orbital gap: 0.2851 Eh
- LUMO level: 3.7 eV
- Net charge: -1
- ΔE to the lowest compared entry with this formula, charge and spin: 76.6 kJ/mol

```
19
Properties=species:S:1:pos:R:3:forces:R:3:nbo_charge:R:1
C -0.07766 1.11710 -2.02514 -0.11 0.41 0.12 -0.511
C -1.20021 1.37873 -3.02177 -0.13 -0.43 -0.24 -0.599
C -0.33838 1.94309 -0.73458 0.45 -0.76 0.67 0.764
O -0.21218 3.17527 -0.84013 -0.17 0.24 -0.22 -0.780
O -0.58857 1.28005 0.31095 -0.16 -0.06 -0.03 -0.828
H -0.00040 0.04645 -1.83126 -0.13 0.02 0.24 0.189
H 0.90427 1.44617 -2.37159 -0.08 0.10 -0.37 0.190
H -1.04469 0.88827 -3.98282 0.28 0.14 -0.27 0.173
H -1.42029 2.43252 -3.16940 0.28 0.14 -0.01 0.213
H -2.11823 0.92084 -2.66481 -0.24 -0.03 0.35 0.192
C 0.23110 -1.95886 2.62980 -0.05 -0.10 -0.85 -0.054
C 1.59853 -1.47253 2.16344 -0.27 0.33 -0.30 -0.647
O -0.76515 -1.84837 1.61837 -0.04 0.48 0.47 -0.739
H 0.27860 -3.02645 2.83889 0.01 -0.06 0.26 0.151
H -0.05974 -1.41209 3.52799 -0.11 -0.11 0.20 0.150
H 1.72422 -1.62111 1.08915 -0.01 -0.57 0.08 0.222
H -0.94592 -0.90005 1.50101 0.11 -0.06 -0.46 0.502
H 2.36561 -2.00422 2.73191 0.22 0.36 -0.10 0.188
H 1.66911 -0.38482 2.22998 0.17 -0.04 0.47 0.223
```
Forces are in eV/Å.

=====

Entry from the Open Molecules 2025 dataset: a 2-piece molecular cluster, C26H45BrF9I2N4O3S2 overall at a distorted geometry (ωB97M-V/def2-TZVPD).

Output
- Frontier orbital gap: 0.2554 Eh
- LUMO level: -3.8 eV
- Net charge: +1
- ΔE to the lowest compared entry with this formula, charge and spin: 61.9 kJ/mol

```
92
Properties=species:S:1:pos:R:3:forces:R:3:lowdin_charge:R:1
C -3.98338 -2.04615 -0.71823 0.63 0.16 0.25 -0.085
C -2.99528 -1.16255 -1.52994 -1.08 0.07 0.70 -0.224
C -3.49149 0.30320 -1.50932 0.07 -0.75 0.43 -0.154
C -2.74624 1.20722 -0.52105 -0.92 0.39 -0.87 -0.298
C -3.60042 2.47092 -0.27507 1.07 0.13 -0.04 -0.014
N -2.45493 0.48438 0.73441 -0.16 -0.06 -0.16 0.241
C -1.60973 0.88874 1.59767 0.73 0.23 0.69 -0.239
N -0.86741 2.03933 1.39292 -0.16 -0.14 -0.40 0.121
C 0.59061 1.74817 1.35321 0.57 0.80 -0.08 -0.227
C 1.26149 3.13114 1.40208 -1.40 0.51 -0.64 -0.182
C 0.79538 4.03369 0.23149 0.79 -0.12 0.14 -0.275
C 1.34300 3.56403 -1.11888 0.38 0.62 0.23 -0.541
Br 3.14348 4.35496 -1.34248 -0.19 -0.32 -0.07 0.641
C 1.02732 0.66102 2.40721 -0.78 0.11 -0.43 -0.330
C 1.09315 -0.67268 1.60900 0.47 -0.66 0.71 -0.112
C 1.86182 -1.84887 2.26051 -0.17 -0.37 -0.82 -0.175
C 1.32695 -3.19233 1.71866 1.04 0.78 -0.09 -0.142
C 1.74232 -3.30782 0.22501 -0.52 0.11 0.44 -0.063
C 0.56867 -3.84550 -0.56977 1.25 -0.58 0.76 -0.476
F -0.53438 -3.08651 -0.44727 -0.36 0.50 -0.31 0.105
F 0.25358 -5.02501 0.01881 -0.24 -0.56 -0.10 0.130
C 0.89458 -4.21055 -2.04542 -0.68 0.17 0.24 -0.470
F 0.07395 -5.17027 -2.43923 -0.73 -0.05 -0.33 0.155
F 2.11118 -4.70901 -2.11797 0.84 0.00 0.11 0.162
S 0.73969 -2.77390 -3.26252 1.16 -0.36 -1.25 0.765
F -0.81991 -2.75574 -3.07542 -0.30 -0.05 0.44 -0.119
F 0.97868 -1.68761 -2.12411 -0.47 0.13 0.37 -0.142
F 2.30545 -2.75398 -3.52916 0.10 0.19 0.17 -0.129
F 0.61609 -3.80304 -4.45565 -0.35 -0.11 -0.05 -0.112
F 0.57115 -1.59502 -4.28605 0.05 0.29 -0.19 -0.118
C 2.32063 0.91264 3.19945 0.73 0.47 -0.12 -0.659
I 2.19802 2.51919 4.69035 -0.02 -0.24 -0.07 0.987
C 3.65940 1.14381 2.42941 -0.11 -0.05 -0.27 -0.784
C 3.73057 0.89316 0.92338 0.04 -0.63 -0.05 -0.167
I 5.19903 -0.10078 3.33809 -0.16 0.28 -0.02 0.895
C -0.14281 0.59828 3.43081 -0.21 0.33 0.45 -0.286
N 0.15428 -0.21577 4.60217 -0.65 -1.45 -0.16 0.181
C -0.26184 -1.37212 4.58979 -1.10 -2.36 -1.02 -0.253
O -0.68472 -2.48911 4.48356 1.41 3.32 0.90 0.175
N -1.39952 0.15007 2.79166 -0.15 -0.05 -0.59 -0.001
O -2.46295 0.62984 3.61661 -0.04 -0.13 -0.13 -0.076
C -3.48955 -0.35424 3.78216 -0.76 -0.89 1.26 -0.225
C -3.72557 -0.58583 5.28841 -0.09 0.58 -0.44 -0.044
H -3.45290 -2.85048 -0.20742 -0.09 -0.23 -0.21 0.072
H -4.46858 -1.46274 0.07203 -0.14 -0.01 -0.03 0.061
H -4.76983 -2.46166 -1.34102 -0.06 -0.02 0.01 0.084
H -2.02522 -1.24154 -1.03958 0.26 0.01 -0.46 0.076
H -2.96118 -1.55830 -2.53807 0.37 0.10 -0.08 0.101
H -3.47370 0.76637 -2.49224 0.20 0.16 0.01 0.129
H -4.53673 0.29578 -1.19450 -0.13 0.04 -0.16 0.114
H -1.79347 1.49065 -0.95782 0.21 -0.05 0.19 0.146
H -4.11858 2.43970 0.68034 -0.23 -0.07 -0.08 0.090
H -2.93349 3.33200 -0.27817 -0.11 0.15 0.21 0.074
H -4.28322 2.60596 -1.10739 -0.24 -0.04 0.11 0.087
H -2.94915 -0.38176 0.93549 0.02 -0.05 -0.07 0.155
H -1.07682 2.72593 2.11494 -0.07 -0.02 0.06 0.162
H 0.74688 1.36560 0.34394 0.11 -0.33 0.11 0.125
H 0.89331 3.63552 2.29481 0.53 -0.02 0.29 0.072
H 2.34349 3.13105 1.34053 0.07 -0.28 0.47 0.088
H -0.27632 4.22249 0.23755 -0.10 -0.31 -0.19 0.100
H 1.26712 4.99331 0.43407 -0.21 0.20 -0.04 0.086
H 1.52026 2.49573 -1.18587 -0.19 -0.07 -0.12 0.036
H 0.78175 3.92297 -1.97240 -0.10 -0.09 -0.05 0.059
H 0.09053 -1.03797 1.36327 -0.11 0.21 0.15 0.116
H 1.55900 -0.49772 0.64393 0.00 0.26 -0.02 0.091
H 2.89337 -1.80129 1.90313 0.16 0.15 0.35 0.081
H 1.91993 -1.84962 3.34560 -0.27 0.09 0.02 0.102
H 0.25254 -3.26995 1.85643 -0.05 -0.13 0.11 0.107
H 1.84855 -3.97826 2.25623 -0.37 -0.25 0.15 0.124
H 2.56485 -4.01255 0.16126 0.00 -0.10 -0.25 0.138
H 2.09791 -2.35922 -0.16818 -0.11 0.00 -0.13 0.109
H 2.48938 0.08094 3.86503 -0.34 -0.17 0.05 -0.003
H 4.00954 2.15014 2.61929 0.09 0.05 0.06 0.018
H 2.98600 1.41271 0.32148 -0.02 0.21 0.19 0.051
H 3.62753 -0.16900 0.70394 0.07 -0.02 -0.04 0.052
H 4.71302 1.18310 0.55914 0.02 0.12 0.01 0.082
H -0.38958 1.59061 3.81125 0.50 0.12 0.13 0.106
H -3.23612 -1.31819 3.34386 0.46 0.23 -0.32 0.114
H -4.43450 -0.01901 3.35256 0.21 0.28 -0.37 0.115
H -4.04200 -1.60667 5.48005 0.07 -0.07 0.03 0.084
H -4.50710 0.08677 5.63397 0.01 0.00 0.19 0.077
H -2.81615 -0.34663 5.83562 0.05 -0.22 0.09 0.077
C 1.05495 0.45712 -6.89897 -0.01 -0.06 -0.10 -0.274
S 1.54414 1.81297 -5.82305 0.11 -0.11 0.01 0.777
O 0.50910 2.87120 -5.94734 -0.06 0.01 0.03 -0.557
C 2.95913 2.32630 -6.80548 0.07 0.03 -0.08 -0.266
H 0.15130 0.00896 -6.49124 0.00 0.04 0.04 0.039
H 0.85535 0.83713 -7.90080 0.00 0.06 0.03 0.062
H 1.84998 -0.28841 -6.92742 0.00 0.01 0.03 0.056
H 2.63283 2.58160 -7.81355 -0.06 0.00 0.03 0.061
H 3.69086 1.51886 -6.83663 -0.01 -0.01 0.03 0.055
H 3.40167 3.20012 -6.33188 -0.05 -0.01 0.05 0.051
```
Forces are in eV/Å.

=====

Entry from the Open Molecules 2025 dataset: a 4-piece molecular cluster, H7O3S overall at a distorted geometry (ωB97M-V/def2-TZVPD).

Output
- Frontier orbital gap: 0.2581 Eh
- LUMO level: 3.6 eV
- Net charge: -1
- ΔE to the lowest compared entry with this formula, charge and spin: 133.1 kJ/mol

```
11
Properties=species:S:1:pos:R:3:forces:R:3:nbo_charge:R:1
S 1.54482 -0.52818 1.16555 -0.40 -0.14 -0.21 -1.009
H 0.88423 -0.69834 -0.00774 0.31 0.14 0.13 0.056
H -0.93504 -1.72507 -0.01877 -1.19 -1.75 1.20 0.462
H -2.22692 -1.34264 0.64429 0.50 -1.87 -0.58 0.463
O -1.81703 -2.16881 0.22813 0.95 3.07 0.20 -0.928
H -1.08654 -0.70988 -1.16151 -0.01 -0.04 0.76 0.461
H -1.77727 0.73212 -1.44270 1.43 -2.58 -0.63 0.471
O -1.35338 -0.11466 -1.83986 -1.54 3.14 -0.80 -0.943
H 1.61400 2.51220 1.05911 1.39 0.32 -0.73 0.464
H 2.62848 1.53189 0.73032 0.16 0.21 -0.32 0.502
O 2.52463 2.51138 0.64318 -1.58 -0.51 0.99 -0.998
```
Forces are in eV/Å.

=====

Entry from the Open Molecules 2025 dataset: C37H39CsN10O6S as an isolated structure at a distorted geometry (ωB97M-V/def2-TZVPD).

Output
- Frontier orbital gap: 0.2390 Eh
- LUMO level: 3.5 eV
- Net charge: -2
- ΔE to the lowest compared entry with this formula, charge and spin: 96.9 kJ/mol

```
94
Properties=species:S:1:pos:R:3:forces:R:3:lowdin_charge:R:1
Cs -0.41974 -0.63938 -0.87734 -0.26 0.78 0.40 1.226
O 2.32575 -1.97786 -4.52059 0.10 0.02 -0.02 0.025
C 2.06517 -1.55075 -3.39584 0.10 0.15 0.10 -0.500
N 1.49131 -0.39014 -3.05802 0.17 0.03 -0.23 0.035
C 1.70180 0.79636 -3.64055 -0.06 -0.15 -0.08 -0.505
O 2.74725 1.24955 -4.10265 -0.03 -0.04 -0.12 0.028
C 0.46912 1.69936 -3.69539 0.05 -0.01 0.06 -0.201
C 0.30663 2.48380 -4.83539 -0.02 0.06 0.01 -0.011
C -0.82757 3.26364 -4.95477 -0.01 0.01 0.01 -0.076
C -1.75214 3.26702 -3.91896 0.02 0.02 -0.02 -0.076
C -1.48880 2.48157 -2.81041 0.09 -0.05 -0.01 -0.150
N -0.41605 1.70022 -2.69609 0.10 0.26 -0.38 0.022
C 2.36601 -2.46035 -2.20714 -0.07 -0.08 0.01 -0.195
C 3.61230 -3.08080 -2.15213 0.00 0.01 -0.01 -0.009
C 3.92240 -3.85775 -1.05317 -0.01 -0.02 0.03 -0.075
C 2.97202 -4.02464 -0.05357 0.03 0.00 -0.01 -0.082
C 1.74797 -3.39882 -0.20935 0.01 0.03 -0.15 -0.163
N 1.44599 -2.62972 -1.25494 0.81 -0.64 -0.26 -0.060
H 1.07644 2.45863 -5.59340 0.01 0.00 0.00 0.113
H -0.99016 3.86877 -5.83883 0.00 0.00 -0.01 0.098
H -2.65323 3.86380 -3.96470 0.00 0.01 0.01 0.094
H -2.17896 2.47316 -1.97193 -0.01 -0.03 0.00 0.097
H 4.30763 -2.93143 -2.96619 0.00 0.01 0.00 0.115
H 4.89339 -4.33183 -0.97159 0.00 0.01 0.00 0.098
H 3.17423 -4.62325 0.82493 0.00 0.00 0.00 0.094
H 0.96668 -3.51326 0.53699 0.01 0.03 0.01 0.109
C -5.29699 -2.85127 -1.94824 0.01 -0.02 0.00 -0.056
C -3.91033 -2.27276 -2.01451 0.15 0.01 -0.06 -0.295
N -3.19935 -1.98040 -0.98564 -0.20 0.06 0.13 -0.002
N -3.74121 -2.24793 0.23801 -0.04 -0.08 0.06 0.021
C -3.06617 -1.68453 1.24193 -0.18 0.07 -0.06 -0.500
O -2.10077 -0.88940 1.19301 -0.66 -0.32 0.65 -0.306
C -3.60246 -2.05520 2.61003 0.04 0.01 -0.02 -0.134
C -2.89169 -1.63746 3.72985 -0.01 0.01 0.06 -0.027
C -3.33666 -1.94343 5.00899 -0.03 0.00 -0.02 -0.094
C -4.50803 -2.66799 5.18234 0.01 0.00 -0.04 -0.119
C -5.22654 -3.08537 4.06779 0.01 0.01 -0.01 -0.107
C -4.77607 -2.78299 2.79073 0.01 -0.03 0.01 -0.043
C -3.30648 -2.01049 -3.35069 0.00 0.04 0.14 -0.229
C -4.03747 -2.21129 -4.52276 -0.04 -0.01 -0.07 -0.039
C -3.44379 -1.94555 -5.74739 -0.04 -0.01 0.00 -0.090
C -2.13739 -1.49437 -5.78426 0.01 0.01 0.02 -0.068
C -1.47781 -1.32545 -4.57118 -0.08 -0.06 0.04 -0.122
N -2.04252 -1.56813 -3.39566 0.02 -0.05 -0.11 0.068
H -5.53340 -3.06363 -0.91035 -0.01 0.00 0.01 0.047
H -5.36863 -3.77337 -2.53207 -0.01 0.01 -0.01 0.072
H -6.03834 -2.14945 -2.34252 0.00 -0.01 -0.01 0.076
H -1.98769 -1.06359 3.57252 0.00 0.00 0.00 0.105
H -2.77345 -1.60846 5.87162 0.01 0.00 0.00 0.095
H -4.86282 -2.90228 6.17905 0.00 0.00 0.01 0.087
H -6.14459 -3.64725 4.19606 0.00 0.00 0.00 0.089
H -5.32157 -3.10260 1.91359 0.00 0.00 0.00 0.094
H -5.05703 -2.56800 -4.47731 0.00 0.01 -0.01 0.091
H -4.00259 -2.09498 -6.66434 0.00 0.00 0.00 0.096
H -1.63146 -1.28141 -6.71605 0.01 0.00 0.00 0.097
H -0.44445 -0.99492 -4.53916 0.01 0.02 0.00 0.092
C 4.74188 1.74061 0.92337 0.17 0.13 -0.10 -0.065
N 3.37248 1.28199 0.93299 -0.22 0.13 0.14 -0.130
C 2.47685 1.98327 0.02885 0.10 -0.07 0.04 -0.035
C 2.87927 0.33566 1.77617 0.13 0.37 -0.11 -0.460
N 1.70077 -0.13548 1.58630 -0.22 -0.57 -0.26 0.111
N 3.75773 -0.02153 2.82821 -0.02 -0.06 0.10 -0.178
C 3.90437 1.03931 3.82935 0.13 -0.13 -0.08 -0.061
C 3.50478 -1.31130 3.42741 -0.01 0.04 -0.03 -0.107
H 5.08797 1.78123 -0.11357 0.01 -0.06 -0.05 0.085
H 5.37254 1.04647 1.47225 0.00 0.00 0.01 0.082
H 4.82635 2.74522 1.35342 -0.02 -0.18 -0.02 0.064
H 2.66701 3.05695 0.09990 0.02 -0.03 0.00 0.093
H 1.44692 1.78868 0.31428 0.02 0.03 0.01 0.048
H 2.63143 1.65644 -1.00427 -0.01 -0.01 -0.03 0.084
H 1.43603 -0.80291 2.29974 0.01 0.11 0.19 0.029
H 3.97209 2.01958 3.36214 0.01 -0.05 0.04 0.045
H 4.80877 0.86990 4.41808 0.03 -0.05 0.01 0.085
H 3.04554 1.05867 4.51299 -0.03 -0.08 0.04 0.083
H 2.62884 -1.31311 4.09553 -0.03 -0.01 0.00 0.081
H 4.37349 -1.59866 4.02350 0.00 0.01 0.02 0.078
H 3.35204 -2.06022 2.65034 0.01 -0.02 0.00 0.075
N -2.05751 2.04323 1.40347 0.04 0.11 -0.03 0.107
C -0.91079 2.74105 1.79145 0.11 -0.07 0.14 -0.337
C -0.43702 3.85829 1.10979 -0.02 0.08 0.02 -0.048
C 0.69207 4.53633 1.56086 0.03 -0.06 0.08 -0.079
C 1.36945 4.10580 2.69158 -0.04 0.01 -0.05 -0.281
C 0.89526 2.99182 3.37615 0.03 0.05 -0.03 -0.070
C -0.22574 2.31977 2.93436 0.01 0.00 0.06 -0.039
S 2.87136 4.89759 3.25362 -0.39 0.22 -0.02 0.420
O 2.71487 5.01417 4.69819 0.09 -0.04 0.00 -0.372
O 2.91594 6.16927 2.54458 0.10 -0.04 0.00 -0.375
O 3.93084 3.96546 2.86376 0.13 0.26 0.01 -0.388
H -2.01718 1.05884 1.64778 -0.16 -0.09 -0.15 0.038
H -2.28617 2.14942 0.42672 0.00 -0.02 -0.01 0.060
H -0.95202 4.18988 0.21299 0.02 0.03 0.00 0.100
H 1.07058 5.40273 1.03441 -0.02 0.01 -0.02 0.105
H 1.42631 2.66208 4.26067 -0.06 0.00 0.00 0.099
H -0.58514 1.44151 3.46030 0.02 0.01 0.01 0.106
```
Forces are in eV/Å.

=====

Which of these has the lowest LUMO level? C26H45BrF9I2N4O3S2

=====

The lowest net charge belongs to which entry? C37H39CsN10O6S

=====

The highest ΔE to the lowest compared entry with this formula, charge and spin belongs to which entry? H7O3S

=====

The highest frontier orbital gap belongs to which entry? C5H11O3